DFT (ωB97M-V with the def2-TZVPD basis set) results for a structure of composition C40H49BLiN10O.

```
! wB97M-V def2-TZVPD RIJCOSX def2/J DEFGRID3
* xyz -1 1
O 2.96 1.16 -0.72
N -3.90 -9.62 -0.79
N -0.28 2.09 2.08
N 4.74 2.55 -0.41
N -2.54 -0.89 0.77
N -2.09 2.98 0.52
N -0.12 0.85 1.56
N 0.33 3.26 -1.09
N -2.27 1.95 -0.34
N 0.31 3.71 0.18
N -0.34 -1.40 -1.04
C -3.29 -6.30 -1.71
C 0.03 -2.25 3.58
C -0.07 2.06 3.40
C -2.02 -3.04 -0.30
C -3.45 -0.47 1.62
C -2.82 -2.22 0.52
C -4.12 3.23 -0.30
C 3.31 2.02 1.50
C -3.19 -7.13 -0.60
C 6.01 0.55 0.32
C 0.02 -3.58 -1.67
C -4.38 -1.49 1.95
C 0.18 0.04 2.57
C -3.49 2.10 -0.85
C 2.01 4.72 -0.79
C -2.72 -6.63 0.61
C 1.77 -1.75 1.83
C -0.86 -2.68 -0.99
C 0.37 -1.43 2.34
C -3.99 -2.60 1.25
C -3.18 3.76 0.56
C 1.67 3.55 -3.13
C -3.59 -8.51 -0.70
C -5.24 0.36 -1.35
C -3.01 0.26 -2.52
C 5.80 1.62 -0.77
C 0.79 -1.48 -1.71
C -2.35 -5.31 0.71
C 1.36 3.85 -1.68
C -2.91 -4.98 -1.61
C -4.06 1.18 -1.90
C 1.07 -2.82 -2.13
C -2.44 -4.46 -0.40
C 4.28 1.05 2.19
C 3.57 1.90 0.02
C 1.29 4.60 0.38
C 5.76 1.07 1.74
C 0.22 0.77 3.78
C 3.12 3.90 -3.45
C 1.37 2.09 -3.48
B -0.75 3.29 1.22
Li -1.08 0.25 -0.13
H 3.35 3.65 -4.49
H 2.02 -1.13 0.97
H 0.35 1.84 -3.20
H 3.49 3.04 1.83
H 0.13 -3.32 3.37
H 1.93 -3.15 -2.68
H 2.88 5.34 -0.97
H -0.34 -1.70 1.55
H -5.70 -0.21 -2.16
H -0.92 4.22 1.98
H 2.28 1.75 1.72
H 1.42 5.09 1.33
H -5.23 -1.39 2.62
H 1.02 4.19 -3.74
H 3.32 4.97 -3.31
H -2.97 -4.32 -2.47
H 1.84 -2.80 1.52
H 7.02 0.15 0.24
H 2.04 1.43 -2.92
H -2.65 -7.29 1.47
H 6.71 2.21 -0.91
H 6.19 2.07 1.87
H 3.91 0.03 2.04
H -2.66 -0.48 -1.80
H -4.47 -3.57 1.24
H -3.45 -0.29 -3.36
H -0.11 -4.64 -1.79
H 2.51 -1.59 2.62
H 5.33 -0.28 0.13
H -3.44 0.56 1.97
H 4.24 1.23 3.27
H -1.99 -4.90 1.64
H -3.21 4.64 1.18
H -4.90 -0.33 -0.58
H -6.00 1.01 -0.91
H -4.44 1.83 -2.68
H 3.80 3.35 -2.80
H 5.56 1.15 -1.73
H -5.10 3.61 -0.52
H 5.06 3.19 0.31
H 6.31 0.43 2.44
H -2.15 0.82 -2.87
H -0.17 2.97 3.99
H -3.66 -6.70 -2.65
H 0.70 -2.01 4.41
H 1.52 1.92 -4.54
H -0.99 -2.06 3.91
H 0.42 0.40 4.77
H 1.41 -0.61 -1.87
*
```

Values from the calculation:
gap between HOMO and LUMO	0.2445	hartree
energy above the lowest of the compared OMol25 structures with the same formula, charge and spin	45.1	kJ/mol